No. 1
Formula: C31H43Cl2N2PW
Source: the OMol25 dataset
Level of theory: ωB97M-V with the def2-TZVPD basis set

Structure (XYZ):
```
80
Properties=species:S:1:pos:R:3:forces:R:3
P -0.131394 0.731518 -2.416778 0.067 -0.483 1.341
C -1.777377 0.204122 -3.143100 0.392 0.641 0.396
C -2.242518 1.052617 -4.335470 0.050 -0.151 -0.060
C -3.680259 0.681711 -4.709540 0.032 -0.011 0.114
C -3.861079 -0.823373 -4.940329 0.076 -0.001 -0.089
C -3.288519 -1.682446 -3.806521 0.072 0.129 0.111
C -1.843834 -1.291858 -3.459385 -0.024 -0.132 -0.172
C 1.286689 0.094657 -3.450302 -0.372 0.527 0.226
C 1.178385 0.505840 -4.922430 0.131 -0.062 -0.032
C 2.477423 0.155416 -5.657453 -0.048 0.029 0.089
C 2.872002 -1.316672 -5.484304 -0.073 -0.072 -0.023
C 2.859171 -1.775242 -4.020793 -0.068 0.191 0.049
C 1.542518 -1.410529 -3.320537 0.009 -0.230 0.185
C -0.064067 2.598334 -2.504595 -0.107 -0.393 -0.802
C -1.201208 3.233504 -1.687723 -0.058 0.099 0.127
C -1.180775 4.764251 -1.802473 0.092 -0.148 -0.156
C 0.181566 5.359875 -1.433549 -0.007 -0.068 0.044
C 1.338108 4.686834 -2.179574 -0.166 -0.105 -0.178
C 1.303476 3.155429 -2.078291 0.096 0.018 0.159
H -2.455658 0.393900 -2.288098 0.155 -0.050 -0.301
H -1.566756 0.876180 -5.186685 -0.237 0.043 0.122
H -2.189393 2.126380 -4.107367 -0.029 -0.270 -0.040
H -3.971626 1.244173 -5.602805 -0.087 -0.098 0.084
H -4.342668 1.001752 -3.893425 0.060 -0.014 -0.089
H -4.926373 -1.044280 -5.065509 0.114 -0.011 -0.055
H -3.365466 -1.099900 -5.879430 -0.017 0.009 0.044
H -3.910829 -1.559124 -2.908905 0.090 -0.030 -0.088
H -3.322946 -2.743452 -4.081416 -0.057 0.152 0.040
H -1.475170 -1.895810 -2.615890 -0.097 0.229 -0.243
H -1.191225 -1.516353 -4.319101 -0.217 0.078 0.150
H 2.151952 0.609103 -2.991154 -0.213 -0.146 -0.156
H 3.279525 0.792074 -5.260554 -0.063 -0.038 -0.066
H 0.970154 1.582829 -5.020699 0.062 -0.263 0.003
H 0.332211 -0.028797 -5.382404 0.224 0.084 0.068
H 2.360662 0.398122 -6.718864 0.143 -0.044 0.069
H 3.867916 -1.479249 -5.910002 -0.123 -0.017 -0.024
H 2.174333 -1.942198 -6.056205 0.037 0.045 0.030
H 3.023867 -2.858710 -3.956171 -0.004 0.203 -0.034
H 3.686922 -1.291184 -3.480963 -0.115 -0.077 -0.056
H 1.582589 -1.720800 -2.266714 -0.005 0.241 -0.329
H 0.714206 -1.979604 -3.766376 0.231 0.130 0.019
H -0.215664 2.828118 -3.579454 0.043 0.210 0.399
H -2.187534 2.856135 -1.999955 0.298 0.038 0.058
H -1.108671 2.948532 -0.628695 0.086 0.037 -0.242
H -1.423138 5.034064 -2.839030 0.006 0.039 0.079
H -1.965708 5.188898 -1.165471 0.105 -0.041 -0.120
H 0.340659 5.258196 -0.352321 -0.017 -0.031 -0.061
H 0.180674 6.433143 -1.652548 0.023 -0.090 0.087
H 2.297164 5.056479 -1.800626 -0.106 -0.029 -0.075
H 1.283459 4.959897 -3.242255 0.023 0.030 0.090
H 2.112663 2.734953 -2.693852 -0.230 0.093 0.114
H 1.530132 2.848578 -1.046159 -0.139 0.074 -0.212
W 0.059823 0.015028 0.207926 -0.267 -1.506 -2.530
Cl 2.304885 0.487836 -0.015545 1.315 0.158 -0.032
Cl -2.158776 0.649957 0.383556 -1.195 0.220 0.262
C -0.319867 -1.860657 -0.238440 -0.303 1.051 0.254
H -1.394209 -2.029418 -0.431479 0.211 -0.029 0.005
C 0.437887 -3.105252 -0.282277 0.353 -0.449 0.181
C 1.856629 -3.131956 -0.195889 -0.635 -0.401 0.086
C 2.527339 -4.352260 -0.172824 -0.132 -0.200 -0.036
C 1.814906 -5.559368 -0.217392 -0.310 0.352 -0.030
C 0.409648 -5.537815 -0.296983 0.490 -0.308 -0.039
C -0.275428 -4.336839 -0.348767 0.643 0.738 0.138
H 2.414464 -2.196181 -0.127940 -0.206 -0.243 -0.045
H 3.618879 -4.363195 -0.114954 -0.348 -0.035 -0.004
H -0.144196 -6.478025 -0.319609 0.172 0.232 -0.015
H -1.364676 -4.303289 -0.401727 0.275 -0.063 -0.020
H 2.346882 -6.509877 -0.189358 -0.145 0.230 -0.001
N -0.081707 0.027536 7.593366 0.189 -0.053 -2.386
C 0.007668 0.001912 6.427667 -0.164 0.054 2.193
C 0.111956 -0.027788 4.992128 -0.018 0.056 0.097
C 0.150338 -1.247752 4.315193 0.079 -0.377 -0.281
C 0.225074 -1.261190 2.934586 -0.122 0.744 0.363
N 0.230342 -0.085668 2.249565 0.148 0.131 0.490
C 0.246806 1.119559 2.894589 -0.014 -0.968 0.256
C 0.177109 1.167378 4.270089 0.050 0.365 -0.120
H 0.118014 -2.195592 4.843868 0.015 0.231 0.034
H 0.257338 -2.178912 2.338102 -0.045 0.477 0.284
H 0.303407 2.020728 2.271794 -0.073 -0.414 0.294
H 0.167398 2.133566 4.767705 0.001 -0.255 0.005
```
Forces are in eV/Å.

Properties
charge = 0
multiplicity = 3
<S²> = 2.142
Kohn-Sham gap (alpha / beta) = 5.77 / 6.34 eV
highest occupied orbital energy (alpha / beta) = -6.6 / -7.4 eV

For each atom in turn, the Mulliken charge in e is: P -0.70; C 0.44; C -0.52; C -0.92; C -0.73; C -0.89; C -0.26; C 0.22; C -0.71; C -0.88; C -0.77; C -0.77; C 0.60; C 0.32; C -0.50; C -0.89; C -0.64; C -0.93; C -0.50; H 0.65; H 0.13; H 0.25; H 0.40; H 0.37; H 0.39; H 0.34; H 0.39; H 0.40; H -0.40; H 0.27; H 0.78; H 0.36; H 0.25; H 0.22; H 0.41; H 0.42; H 0.33; H 0.40; H 0.40; H -1.37; H 0.36; H 0.65; H 0.29; H 0.03; H 0.34; H 0.40; H 0.27; H 0.38; H 0.41; H 0.38; H 0.18; H 0.10; W 0.25; Cl -0.58; Cl -0.54; C -1.01; H 0.45; C 1.49; C -0.01; C -0.78; C -0.46; C -0.60; C -0.64; H 0.38; H 0.38; H 0.38; H 0.39; H 0.38; N -0.49; C -0.14; C 0.74; C -0.70; C 0.01; N 0.04; C -0.10; C -0.70; H 0.46; H 0.38; H 0.44; H 0.44

---

No. 2
Formula: C2H3NS3
Source: the OMol25 dataset
Level of theory: ωB97M-V with the def2-TZVPD basis set

Structure (XYZ):
```
9
Properties=species:S:1:pos:R:3:forces:R:3
C 2.788704 -0.295695 -0.027780 -0.590 0.294 1.003
C -1.864124 -0.627898 0.734767 3.720 3.124 -2.850
N -0.358479 0.991766 -0.907139 -0.680 -1.683 1.908
S 1.704440 -1.354878 -0.322702 0.354 -0.376 -0.516
S 3.657852 0.849125 0.559873 0.341 -0.073 -0.477
S -1.781059 0.461690 -0.493970 0.600 0.427 -0.271
H -2.828617 -0.871055 0.807386 -3.390 -1.477 0.944
H -0.962990 -0.891169 1.217318 0.372 -0.694 0.857
H -0.355725 1.738115 -1.567751 -0.727 0.458 -0.599
```
Forces are in eV/Å.

Properties
energy above the lowest of the compared OMol25 structures with the same formula, charge and spin = 239.33 kJ/mol
charge = 0
multiplicity = 1
Kohn-Sham gap = 8.90 eV
highest occupied orbital energy = -8.9 eV

For each atom in turn, the Mulliken charge in e is: C 0.49; C -0.55; N -0.46; S -0.24; S -0.27; S 0.24; H 0.33; H 0.26; H 0.21